The following is a quantum chemistry calculation of a molecular structure, C20H54F6NO22S2Tl in a non-equilibrium geometry, from the OMol25 dataset.

Structure (XYZ):
```
106
Properties=species:S:1:pos:R:3
Tl 3.4932 17.5670 15.3707
C 1.2118 17.9093 18.3272
F -0.0217 18.1232 18.1280
F 1.9935 18.8338 17.9356
F 1.3975 17.7669 19.6082
S 1.6500 16.3802 17.3360
O 1.1401 15.1880 18.0483
O 1.0899 16.6293 16.0122
N 3.3832 16.5599 17.1836
S 3.7940 15.5501 18.3872
O 3.3055 15.8270 19.7432
O 3.6720 14.1411 18.0322
C 5.7125 15.8575 18.3433
F 6.1524 15.4766 17.1237
F 5.8758 17.0994 18.4730
F 6.3378 15.1758 19.3832
C 5.5167 12.8342 21.4805
C 5.6858 13.6860 20.1857
O 4.3952 13.7029 19.5983
O 6.6672 12.8026 22.4720
H 5.2877 11.7875 21.2803
H 4.5611 12.9610 21.9892
H 6.5012 13.1824 19.6665
H 5.8843 14.7124 20.4941
H 4.3227 12.8838 19.1029
H 7.4184 12.3346 22.1002
C 6.2549 17.3559 21.9887
C 5.2411 16.9948 20.9097
O 3.9356 17.5909 20.9304
O 6.6338 18.6915 21.9058
H 7.0746 16.6374 21.9910
H 5.8979 17.3401 23.0184
H 4.9731 15.9838 21.2166
H 5.6572 17.0184 19.9025
H 3.5265 17.1887 20.1607
H 7.0685 18.8852 21.0720
C -0.0550 12.1880 17.1610
C -0.0201 13.6707 16.9787
O -1.2735 14.2235 16.6192
O -0.6539 11.6324 15.9433
H -0.8305 12.0523 17.9148
H 0.8472 11.7208 17.5558
H 0.7931 13.7218 16.2548
H 0.3923 14.0430 17.9165
H -1.5235 14.8058 17.3403
H -1.0802 12.3747 15.5088
C 2.7781 13.6967 22.8677
C 3.2054 14.8400 21.8551
O 2.1983 15.5503 21.2917
O 2.1874 14.2706 24.0656
H 3.5940 13.0471 23.1845
H 2.0562 13.0271 22.4000
H 3.8444 14.7098 20.9817
H 3.6971 15.6222 22.4334
H 2.5198 15.6293 20.3906
H 1.2297 14.2246 24.1138
C 8.0660 13.2260 16.3371
C 7.9871 14.3214 17.4965
O 8.9113 15.3509 17.2550
O 9.0226 12.2645 16.4145
H 8.1834 13.6791 15.3527
H 7.1180 12.6893 16.3725
H 8.3139 13.8250 18.4102
H 6.9931 14.7141 17.7102
H 8.5482 15.9026 16.5582
H 9.3283 12.2527 15.5046
C 3.2598 19.9452 19.5257
C 4.6451 19.5457 20.0466
O 4.9969 19.7114 21.3609
O 3.0286 21.4147 19.2624
H 2.4379 19.3575 19.9346
H 3.1022 19.4178 18.5849
H 5.2956 20.2834 19.5767
H 4.8662 18.6190 19.5170
H 5.3192 18.8311 21.5675
H 2.2056 21.6203 18.8129
C 4.0617 14.5210 15.3780
C 5.3244 15.0376 14.6311
O 5.5075 16.4213 14.8444
O 2.8529 15.3397 15.0987
H 4.2590 14.6290 16.4446
H 3.9400 13.4648 15.1377
H 5.2636 14.8335 13.5621
H 6.2341 14.5802 15.0201
H 6.4576 16.5418 14.9104
H 2.1700 14.7043 14.8719
C -0.3618 19.3477 16.5337
C 1.2096 19.4970 16.4716
O 1.5999 18.2979 15.7305
O -1.0469 19.4322 15.2850
H -0.8061 20.2010 17.0461
H -0.6253 18.3953 16.9938
H 1.6031 19.6709 17.4731
H 1.3983 20.3727 15.8505
H 1.1042 18.3604 14.9107
H -1.8674 18.9696 15.4703
C 0.2260 19.6808 19.5806
C -0.1014 18.9230 20.8970
O -1.0275 19.6359 21.8152
O 0.5635 20.9961 19.9886
H -0.6307 19.8030 18.9178
H 0.8586 19.0144 18.9942
H 0.8800 18.9077 21.3710
H -0.3428 17.8818 20.6831
H -1.0765 19.2598 22.6971
H -0.0435 21.2057 20.7022
```

Properties
HOMO level   -13.81 eV
M   1043.14 g/mol
LUMO energy   -0.4264 hartree
Largest force on an atom   0.335 hartree/bohr
Net charge   +2
Orbital gap   2.21 eV